[1]
C3H12N4O | ωB97M-V with the def2-TZVPD basis set

Each line ends with the natural charge from an NBO analysis.
Atoms and positions in Å:
1 C -1.87 1.08 -1.03  -0.424
2 N -1.48 0.19 0.04  -0.334
3 N -1.57 -1.21 -0.19  -0.671
4 C -1.04 0.72 1.30  0.537
5 O -0.98 1.91 1.56  -0.603
6 H -1.56 -1.72 0.69  0.372
7 H -2.48 -1.42 -0.62  0.359
8 H -0.98 -0.08 2.07  0.127
9 H -1.06 1.12 -1.76  0.194
10 H -2.05 2.10 -0.67  0.247
11 H -2.78 0.72 -1.52  0.193
12 C 2.18 0.48 -0.43  -0.430
13 N 1.32 -0.32 0.44  -0.496
14 N 1.91 -1.57 0.82  -0.677
15 H 0.36 -0.49 -0.03  0.384
16 H 2.10 -2.15 0.00  0.318
17 H 2.81 -1.43 1.29  0.347
18 H 1.74 1.47 -0.53  0.205
19 H 2.24 0.02 -1.42  0.159
20 H 3.19 0.58 -0.02  0.193

## Properties
HOMO level ... -8.3724 eV
Energy relative to the best compared isomer or geometry (same formula, charge and spin) ... 84.6 kcal per mole
Frontier orbital gap ... 0.3362 hartree
Net charge ... 0



[2]
C3H12NO | ωB97M-V with the def2-TZVPD basis set

Each line ends with the natural charge from an NBO analysis.
Atoms and positions in Å:
1 C -1.32 0.17 -1.21  -0.627
2 C -0.16 -0.73 -0.74  -0.046
3 C -0.47 -1.23 0.68  -0.621
4 N 1.10 0.10 -0.76  -0.679
5 H -1.39 0.31 -2.28  0.238
6 H -1.18 1.16 -0.76  0.204
7 H -2.25 -0.26 -0.84  0.250
8 H -0.03 -1.57 -1.42  0.228
9 H -1.06 -0.47 1.18  0.224
10 H -1.04 -2.14 0.55  0.246
11 H 0.40 -1.51 1.28  0.228
12 H 1.83 -0.40 -0.24  0.442
13 H 0.98 0.97 -0.25  0.461
14 H 1.41 0.38 -1.69  0.438
15 H 1.16 1.56 2.53  0.507
16 H -0.17 1.80 1.80  0.492
17 O 0.67 1.34 1.72  -0.985

## Properties
HOMO level ... -16.2199 eV
Energy relative to the best compared isomer or geometry (same formula, charge and spin) ... 6.1 kcal per mole
Frontier orbital gap ... 0.4757 hartree
Net charge ... +1



[3]
C3H12NO | ωB97M-V with the def2-TZVPD basis set

Each line ends with the natural charge from an NBO analysis.
Atoms and positions in Å:
1 C 2.28 0.37 -1.20  -0.627
2 C 2.58 0.43 0.29  -0.586
3 N -2.16 0.41 0.93  -0.269
4 C -3.10 -0.51 0.44  -0.488
5 H 1.73 -0.50 -1.55  0.199
6 H 1.69 1.24 -1.54  0.208
7 H 3.14 0.45 -1.87  0.228
8 H 2.24 1.32 0.79  0.217
9 H 2.01 -0.43 0.73  0.203
10 H 3.62 0.16 0.47  0.236
11 H -2.44 1.38 0.76  0.407
12 H -3.25 -0.58 -0.66  0.325
13 H -4.08 -0.31 0.88  0.286
14 H -2.78 -1.52 0.74  0.247
15 H -1.14 0.26 0.62  0.414
16 H -0.17 -1.57 0.19  0.488
17 O -0.20 -0.62 -0.01  -0.487

## Properties
HOMO level ... -14.7544 eV
Energy relative to the best compared isomer or geometry (same formula, charge and spin) ... 196.6 kcal per mole
Frontier orbital gap ... 0.1541 hartree
Net charge ... +1



[4]
C3H12NO2 | ωB97M-V with the def2-TZVPD basis set

Each line ends with the natural charge from an NBO analysis.
Atoms and positions in Å:
1 C -0.62 0.89 0.58  -0.216
2 C 0.10 -0.05 1.58  -0.441
3 C 0.70 -1.28 0.92  -0.080
4 O 1.94 -0.83 0.32  -0.755
5 N 0.17 0.99 -0.68  -0.668
6 H -0.50 1.86 1.03  0.225
7 H -1.69 0.76 0.48  0.236
8 H 0.91 0.55 2.00  0.234
9 H -0.67 -0.33 2.30  0.254
10 H 0.80 -2.18 1.53  0.214
11 H 0.08 -1.62 0.08  0.151
12 H 2.31 -1.56 -0.19  0.492
13 H -0.11 1.69 -1.36  0.455
14 H 0.53 0.15 -1.14  0.459
15 H 1.05 1.37 -0.32  0.435
16 H -2.44 0.28 -2.87  0.506
17 H -2.32 -0.37 -1.44  0.485
18 O -1.93 0.25 -2.05  -0.986

## Properties
HOMO level ... -14.8172 eV
Energy relative to the best compared isomer or geometry (same formula, charge and spin) ... 23.3 kcal per mole
Frontier orbital gap ... 0.4278 hartree
Net charge ... +1



[5]
C3H12NO2 | ωB97M-V with the def2-TZVPD basis set

Each line ends with the natural charge from an NBO analysis.
Atoms and positions in Å:
1 C 1.80 -0.18 0.97  -0.629
2 C 0.77 -1.19 0.50  -0.246
3 C -0.23 -1.44 -1.78  0.116
4 N 0.07 -0.77 -0.73  -0.382
5 H 1.49 0.84 0.72  0.215
6 H 2.79 -0.43 0.58  0.239
7 H 1.89 -0.16 2.05  0.256
8 H -0.03 -1.45 1.20  0.248
9 H 1.21 -2.16 0.35  0.223
10 H -0.80 -0.85 -2.48  0.236
11 H -0.10 -2.51 -1.76  0.232
12 H -0.41 0.12 -0.54  0.471
13 H 0.16 2.57 -0.91  0.487
14 H -1.32 2.77 -0.57  0.476
15 O -0.72 2.29 -1.13  -0.948
16 H -2.72 0.36 1.59  0.503
17 H -1.94 1.51 0.75  0.481
18 O -1.92 0.67 1.19  -0.979

## Properties
HOMO level ... -15.6382 eV
Energy relative to the best compared isomer or geometry (same formula, charge and spin) ... 33.5 kcal per mole
Frontier orbital gap ... 0.4019 hartree
Net charge ... +1



[6]
C3H12NO2 | ωB97M-V with the def2-TZVPD basis set

Each line ends with the natural charge from an NBO analysis.
Atoms and positions in Å:
1 C 1.23 -1.58 0.31  -0.629
2 C 1.78 -0.27 0.86  -0.211
3 C -0.30 0.65 1.98  0.119
4 N 0.59 0.68 1.08  -0.392
5 H 0.61 -1.35 -0.55  0.231
6 H 0.79 -2.15 1.12  0.235
7 H 2.10 -2.10 -0.10  0.257
8 H 2.33 0.37 0.16  0.220
9 H 2.36 -0.23 1.78  0.238
10 H -1.18 1.28 1.92  0.233
11 H -0.13 0.09 2.89  0.219
12 H 0.39 1.28 0.29  0.459
13 H -2.93 -2.74 -1.55  0.472
14 H -2.61 -1.27 -2.08  0.462
15 O -3.04 -2.13 -2.31  -0.933
16 H 1.03 2.53 -1.60  0.490
17 H -0.29 3.28 -1.57  0.509
18 O 0.18 2.58 -1.11  -0.978

## Properties
HOMO level ... -13.9807 eV
Energy relative to the best compared isomer or geometry (same formula, charge and spin) ... 35.6 kcal per mole
Frontier orbital gap ... 0.3379 hartree
Net charge ... +1